(1)
Formula: C14H36AsNOP
Source: the OMol25 dataset
Level of theory: wB97M-V/def2-TZVPD

Geometry as XYZ:
```
54
Properties=species:S:1:pos:R:3:lowdin_charge:R:1
C 2.46 -1.09 3.38 -0.110
C 3.41 -1.47 2.22 -0.270
C 2.70 -2.32 1.19 -0.232
C 3.49 -2.47 -0.12 -0.217
C 3.08 -1.47 -1.19 -0.213
C 1.72 -1.74 -1.84 -0.210
C 0.85 -0.46 -1.98 -0.296
C 0.02 -0.20 -0.75 -0.392
As -1.04 1.56 -0.77 0.692
C -1.99 3.40 -0.73 -0.494
N -1.77 4.16 -1.97 -0.095
C -2.80 0.55 -1.14 -0.364
C -3.52 0.01 0.09 -0.310
C -3.51 -1.52 0.22 -0.283
C -4.77 -2.17 -0.37 -0.124
P 0.92 2.90 -0.27 0.674
C 0.75 3.21 1.56 -0.382
O 2.31 1.92 -0.25 -0.466
H 2.41 -1.88 4.12 0.063
H 2.79 -0.19 3.89 0.062
H 1.47 -0.93 2.98 0.064
H 4.24 -2.02 2.66 0.099
H 3.80 -0.55 1.80 0.102
H 2.58 -3.31 1.62 0.109
H 1.70 -1.94 1.03 0.087
H 4.54 -2.31 0.11 0.102
H 3.39 -3.50 -0.48 0.102
H 3.14 -0.46 -0.78 0.091
H 3.84 -1.51 -1.97 0.103
H 1.17 -2.40 -1.18 0.094
H 1.82 -2.26 -2.79 0.097
H 0.20 -0.64 -2.84 0.091
H 1.48 0.39 -2.24 0.086
H -0.70 -1.01 -0.66 0.042
H 0.62 -0.21 0.16 0.033
H -1.26 1.42 0.82 -0.017
H -0.81 1.78 -2.31 -0.009
H -1.56 3.94 0.12 0.009
H -3.05 3.27 -0.52 0.044
H -0.97 4.77 -1.83 0.019
H -2.57 4.76 -2.16 0.032
H -2.67 -0.23 -1.89 0.051
H -3.46 1.28 -1.61 0.036
H -3.13 0.43 1.02 0.063
H -4.57 0.30 0.05 0.083
H -3.42 -1.80 1.27 0.091
H -2.66 -1.96 -0.29 0.082
H -4.81 -3.22 -0.07 0.056
H -5.65 -1.64 -0.05 0.059
H -4.68 -2.14 -1.45 0.064
H -0.20 3.65 1.80 0.000
H 1.57 3.85 1.87 0.002
H 0.87 2.25 2.08 0.005
H 2.24 1.24 0.44 -0.002
```

Summary:
Charge: -1
Kohn-Sham gap (eV): 5.81



(2)
Formula: C14H36BrF6N3O11S2V
Source: the OMol25 dataset
Level of theory: wB97M-V/def2-TZVPD

Geometry as XYZ:
```
74
Properties=species:S:1:pos:R:3:lowdin_charge:R:1
O 1.13 0.85 1.76 -0.288
V 0.47 1.63 0.53 1.108
O -0.93 0.83 0.32 -0.375
C -6.55 -2.30 2.36 -0.036
C -5.15 -1.73 2.44 -0.256
C -4.60 -1.71 3.95 -0.164
O -3.21 -1.44 3.99 -0.219
C -2.58 -1.05 5.25 -0.040
N -4.20 -2.58 1.53 0.242
H -4.28 -3.55 1.79 0.157
H -4.66 -2.73 0.65 0.162
H -3.24 -2.27 1.57 0.166
H -7.09 -1.99 1.47 0.093
H -7.08 -1.95 3.25 0.101
H -6.47 -3.39 2.42 0.092
H -5.08 -0.70 2.08 0.151
H -4.73 -2.72 4.32 0.132
H -5.13 -0.92 4.48 0.141
H -3.13 -1.51 6.07 0.087
H -2.68 0.03 5.23 0.099
H -1.54 -1.29 5.48 0.093
C -5.15 1.21 -3.67 -0.037
C -5.58 1.82 -5.00 -0.261
C -6.66 2.89 -4.98 -0.159
O -7.00 3.17 -6.36 -0.216
C -7.97 4.20 -6.47 -0.082
N -4.34 2.32 -5.79 0.257
H -3.61 2.72 -5.22 0.168
H -3.83 1.64 -6.34 0.176
H -4.53 3.15 -6.33 0.160
H -4.77 1.88 -2.90 0.094
H -4.50 0.35 -3.82 0.092
H -6.03 0.77 -3.19 0.091
H -6.02 0.97 -5.52 0.156
H -6.43 3.90 -4.63 0.129
H -7.58 2.62 -4.46 0.143
H -8.97 3.78 -6.29 0.097
H -8.00 4.53 -7.50 0.099
H -7.72 5.03 -5.81 0.093
C 7.60 -2.67 1.47 -0.034
C 6.82 -2.84 2.72 -0.299
C 7.53 -2.37 3.99 -0.133
O 7.48 -0.88 4.00 -0.199
C 8.69 -0.22 3.54 -0.057
N 5.45 -2.12 2.59 0.243
H 4.73 -2.63 2.10 0.173
H 5.25 -1.89 3.55 0.155
H 5.52 -1.21 2.16 0.167
H 7.75 -1.65 1.12 0.097
H 6.99 -3.05 0.65 0.097
H 8.54 -3.21 1.54 0.108
H 6.36 -3.82 2.89 0.150
H 8.57 -2.67 4.13 0.134
H 7.08 -2.81 4.87 0.124
H 8.57 0.86 3.67 0.101
H 8.94 -0.46 2.50 0.079
H 9.50 -0.50 4.21 0.089
C 6.23 4.68 0.47 -0.669
F 5.97 5.81 -0.17 0.145
F 7.48 4.29 0.29 0.121
F 6.12 4.78 1.81 0.093
S 5.07 3.28 -0.07 0.472
O 5.48 2.17 0.82 -0.392
O 3.68 3.71 0.10 -0.384
O 5.39 3.04 -1.47 -0.348
C 1.12 -3.14 -2.85 -0.614
F -0.19 -2.80 -2.97 0.074
F 1.18 -3.61 -1.57 0.070
F 1.55 -4.00 -3.76 0.140
S 2.27 -1.55 -2.91 0.468
O 3.56 -1.97 -2.39 -0.344
O 2.29 -1.17 -4.32 -0.347
O 1.65 -0.55 -2.02 -0.397
Br -0.79 4.72 2.67 -0.529
```

Summary:
Charge: +1
Kohn-Sham gap (eV): 4.71
Energy above the lowest of the compared OMol25 structures with the same formula, charge and spin (kcal per mole): 193.6



(3)
Formula: C14H36FeN3O5
Source: the OMol25 dataset
Level of theory: wB97M-V/def2-TZVPD

Geometry as XYZ:
```
59
Properties=species:S:1:pos:R:3:mulliken_spin:R:1
Fe -0.45 -0.53 0.02 3.731
C -0.64 -2.35 -3.50 -0.003
C -0.50 -1.81 -2.12 -0.020
O 0.56 -1.22 -1.77 0.042
O -1.48 -1.88 -1.30 0.054
H -1.68 -2.27 -3.81 0.001
H -0.45 -3.42 -3.52 0.000
H -0.03 -1.73 -4.16 0.001
C -3.21 0.90 -1.92 0.005
C -1.79 1.47 -1.94 0.003
C -1.85 2.90 -2.46 0.002
O -0.69 3.58 -2.07 -0.001
C -0.76 4.98 -2.19 0.000
N -1.19 1.40 -0.58 0.051
H -3.24 -0.18 -1.80 0.002
H -3.79 1.16 -2.80 0.000
H -3.70 1.28 -1.02 0.000
H -1.17 0.85 -2.59 0.000
H -2.73 3.40 -2.01 0.000
H -2.00 2.89 -3.54 0.001
H -1.26 5.27 -3.11 0.000
H 0.24 5.37 -2.02 0.000
H -1.35 5.42 -1.36 0.000
H -1.84 1.90 0.05 0.004
H -0.52 2.19 -0.59 -0.005
C -2.56 -1.58 3.76 0.003
C -1.50 -1.44 2.69 0.010
C -0.83 -2.73 2.30 -0.005
O 0.15 -2.39 1.32 0.009
C 0.88 -3.50 0.83 0.000
N -2.07 -0.92 1.40 0.049
H -3.21 -0.70 3.76 0.000
H -2.15 -1.69 4.76 0.000
H -3.23 -2.43 3.56 0.000
H -0.76 -0.73 3.04 -0.003
H -1.52 -3.49 1.92 -0.001
H -0.34 -3.17 3.18 -0.001
H 1.31 -4.07 1.65 0.001
H 1.67 -3.12 0.19 0.001
H 0.27 -4.17 0.21 0.000
H -2.83 -0.27 1.59 0.003
H -2.64 -1.69 1.04 0.000
C 2.40 2.18 -0.37 0.000
C 2.50 0.76 0.18 0.005
C 3.70 0.64 1.10 0.002
O 3.63 -0.58 1.81 0.000
C 4.88 -1.22 1.96 0.000
N 1.26 0.37 0.95 0.050
H 3.24 2.33 -1.05 0.001
H 2.48 2.91 0.44 0.000
H 1.50 2.30 -0.96 0.003
H 2.59 0.07 -0.66 -0.002
H 3.72 1.45 1.85 0.001
H 4.62 0.72 0.51 0.000
H 5.63 -0.55 2.38 0.000
H 5.24 -1.51 0.96 0.000
H 4.76 -2.13 2.55 0.000
H 1.09 1.11 1.65 0.007
H 1.64 -0.31 1.63 -0.001
```

Summary:
Multiplicity: 5
Charge: +1
Kohn-Sham gap (alpha / beta) (eV): 9.42 / 8.84
⟨S²⟩: 6.01
Energy above the lowest of the compared OMol25 structures with the same formula, charge and spin (kcal per mole): 12.0



(4)
Formula: C14H36N11O10P
Source: the OMol25 dataset
Level of theory: wB97M-V/def2-TZVPD

Geometry as XYZ:
```
72
Properties=species:S:1:pos:R:3:lowdin_charge:R:1
C 3.49 1.95 -0.20 0.096
C 4.86 1.86 -0.57 -0.068
O 6.04 1.46 -1.40 -0.053
C 5.95 2.05 -2.75 -0.280
O 6.45 3.30 -2.91 -0.010
N 5.38 1.31 -3.98 0.018
C 3.89 1.38 -3.79 -0.285
C 2.99 0.80 -5.04 -0.181
P 1.14 1.13 -4.55 0.754
O 0.29 0.76 -5.83 -0.376
O 0.82 0.16 -3.14 -0.295
C -0.61 -0.12 -2.95 -0.287
C -0.93 -1.44 -2.00 -0.079
O 1.02 2.85 -4.30 -0.293
C 0.03 3.21 -3.27 -0.290
C -0.25 4.83 -3.20 -0.113
H 2.33 2.03 0.09 0.082
H 5.60 1.97 -4.79 0.134
H 3.57 2.49 -3.50 0.138
H 3.65 0.71 -2.83 0.128
H 3.19 -0.32 -5.31 0.118
H 3.19 1.52 -5.96 0.119
H -1.06 0.81 -2.35 0.110
H -1.24 -0.20 -3.94 0.120
H 0.08 -2.01 -1.82 0.088
H -1.45 -1.09 -1.01 0.056
H -1.74 -2.10 -2.58 0.087
H -1.00 2.69 -3.58 0.125
H 0.36 2.73 -2.26 0.114
H -0.44 5.21 -4.32 0.100
H 0.65 5.45 -2.77 0.077
H -1.20 5.03 -2.51 0.099
N 0.30 8.79 -2.31 0.155
C -0.61 8.54 -3.27 -0.701
N -1.04 9.63 -3.93 0.150
O -1.02 7.42 -3.51 0.002
H 0.65 9.71 -2.09 0.098
H 0.64 8.00 -1.78 0.109
H -1.72 9.48 -4.66 0.113
H -0.71 10.56 -3.75 0.097
N -2.58 -1.24 3.35 0.149
C -2.75 -0.91 2.05 -0.712
N -4.02 -1.02 1.61 0.165
O -1.83 -0.54 1.34 -0.001
H -3.32 -1.54 3.95 0.058
H -1.64 -1.17 3.72 0.105
H -4.19 -0.78 0.65 0.109
H -4.79 -1.32 2.19 0.064
N -0.53 -3.82 3.21 0.162
C -0.94 -5.04 2.84 -0.722
N -0.07 -6.03 3.09 0.150
O -2.03 -5.24 2.31 0.009
H 0.36 -3.64 3.65 0.098
H -1.16 -3.05 3.04 0.066
H -0.34 -6.97 2.82 0.106
H 0.83 -5.89 3.52 0.038
N -5.92 -2.73 6.15 0.163
C -6.10 -2.40 4.86 -0.673
N -7.36 -2.51 4.42 0.163
O -5.18 -2.03 4.14 0.014
H -6.67 -3.04 6.76 0.104
H -4.98 -2.67 6.52 0.118
H -7.54 -2.27 3.45 0.117
H -8.13 -2.82 4.99 0.104
N 3.52 -7.58 4.24 0.160
C 3.20 -6.51 4.99 -0.694
N 4.20 -6.06 5.77 0.157
O 2.10 -5.98 4.96 0.012
H 4.42 -8.03 4.25 0.102
H 2.79 -7.95 3.64 0.115
H 4.00 -5.26 6.35 0.116
H 5.11 -6.48 5.81 0.102
```

Summary:
Structure (SMILES): C#COC(=O)NCCP(=O)(OCC)OCC.NC(N)=O.NC(N)=O.NC(N)=O.NC(N)=O.NC(N)=O
Kohn-Sham gap (eV): 8.69
Energy above the lowest of the compared OMol25 structures with the same formula, charge and spin (kcal per mole): 195.0